[1]
DFT (wB97M-V/def2-TZVPD) results for a cluster of 2 separate species, C2H2ClO2S in total at a distorted geometry.

Computed properties:
Orbital gap   6.6 eV
Total charge   -1
Spin multiplicity   1
DFT total energy   -1086.26436 hartree
Highest occupied orbital energy   -2.86 eV
Max |F|   3.68 eV/A

```
8
Properties=species:S:1:pos:R:3:forces:R:3
C 0.225 -0.377 0.288 -1.9 1.4 -0.3
C 0.565 -1.597 0.318 1.8 -3.2 -0.2
O 0.950 -2.718 0.250 -0.7 1.2 0.2
O -3.668 0.847 0.887 0.8 -0.1 -0.9
S -2.781 0.411 -0.291 -1.7 0.0 0.8
Cl -2.763 -1.804 -0.206 -0.1 0.0 -0.2
H -0.872 -0.242 -0.039 1.4 0.3 0.5
H 0.670 0.418 0.844 0.3 0.2 0.1
```
Positions in Å, forces in eV/Å.

Mulliken population analysis, charges in e, atoms 1 to 4: number 1, C, carries -0.509; number 2, C, carries 0.808; number 3, O, carries -0.473; number 4, O, carries -0.565


[2]
DFT (wB97M-V/def2-TZVPD) results for the ion C6H8N with charge +1 at a distorted geometry.

Computed properties:
Orbital gap   10.0 eV
Total charge   +1
Spin multiplicity   1
DFT total energy   -287.77318 hartree
Highest occupied orbital energy   -13.76 eV
Max |F|   3.36 eV/A

```
15
Properties=species:S:1:pos:R:3:forces:R:3
C -1.575 0.757 0.135 0.1 3.3 -0.3
C -0.229 1.652 -0.100 -2.2 0.5 -1.0
C -0.294 -1.338 -0.145 0.4 0.4 -1.5
C -1.605 -0.562 0.010 -0.6 0.4 -0.3
C 0.830 -0.517 0.498 -0.9 0.6 1.9
C 0.784 0.876 0.072 -1.3 -1.0 2.3
N 1.972 0.222 -0.160 2.2 -0.1 -1.0
H -2.497 1.377 0.261 0.9 -0.8 -0.1
H -0.141 2.687 -0.557 -0.7 -1.5 0.6
H -0.412 -2.149 0.488 0.0 -2.1 0.8
H -0.136 -1.706 -1.206 -0.1 0.5 1.2
H -2.643 -1.066 0.011 2.1 0.5 0.1
H 1.039 -0.693 1.590 -0.2 0.2 -1.3
H 2.893 0.520 0.204 -0.5 -0.5 0.4
H 2.015 -0.061 -1.102 0.8 -0.3 -1.8
```
Positions in Å, forces in eV/Å.

Mulliken population analysis, charges in e, atoms 1 to 4: number 1, C, carries -0.248; number 2, C, carries -0.641; number 3, C, carries -0.648; number 4, C, carries -0.322


[3]
DFT (wB97M-V/def2-TZVPD) results for an isolated molecule of C4H5NO2 at a distorted geometry.

Computed properties:
Orbital gap   10.5 eV
Total charge   0
Spin multiplicity   1
DFT total energy   -360.55404 hartree
Highest occupied orbital energy   -9.54 eV
Max |F|   2.90 eV/A

```
12
Properties=species:S:1:pos:R:3:forces:R:3
O -0.397 0.997 -1.156 -0.4 0.2 0.5
C 0.380 -0.161 -1.133 1.5 0.4 0.9
C -0.247 -1.067 -0.133 -0.1 -0.6 0.0
C 0.913 -0.218 0.335 0.9 0.3 -2.6
N 0.322 0.925 1.019 0.4 -1.4 0.3
C -0.888 0.932 0.182 -0.2 0.0 0.0
O -1.409 -0.387 0.281 -0.1 -0.2 0.1
H 1.061 -0.359 -1.947 -0.5 -0.1 -0.2
H -0.295 -2.138 -0.138 -0.1 -0.2 -0.1
H 0.263 0.201 1.779 -1.6 2.3 0.9
H 1.943 -0.424 0.568 -0.1 -0.6 0.0
H -1.646 1.698 0.344 0.3 -0.2 0.2
```
Positions in Å, forces in eV/Å.

Mulliken population analysis, charges in e, atoms 1 to 4: number 1, O, carries -0.398; number 2, C, carries -0.397; number 3, C, carries -0.138; number 4, C, carries -0.474


[4]
DFT (wB97M-V/def2-TZVPD) results for an isolated molecule of C20H28N4O4.

Computed properties:
Orbital gap   8.0 eV
Total charge   0
Spin multiplicity   1
DFT total energy   -1298.96045 hartree
Highest occupied orbital energy   -8.32 eV
Max |F|   0.93 eV/A

```
56
Properties=species:S:1:pos:R:3:forces:R:3
C 3.996 1.503 6.344 -0.1 -0.2 -0.1
C 3.014 0.622 5.584 0.0 0.3 0.0
H 2.503 -0.047 6.278 0.0 -0.1 -0.1
H 3.552 0.003 4.864 -0.1 -0.1 0.0
C 1.974 1.467 4.841 0.5 0.0 0.3
N 1.046 0.642 4.112 -0.2 -0.2 -0.3
C 1.282 0.074 2.903 -0.1 -0.2 -0.5
C 0.175 -0.716 2.578 0.2 0.3 0.4
C -0.068 -1.520 1.436 0.4 -0.2 -0.4
C 0.853 -2.186 0.679 -0.9 0.3 0.1
C 2.196 -2.324 1.085 0.5 -0.2 0.1
N 3.270 -2.474 1.461 0.3 0.0 0.1
C 0.493 -2.909 -0.546 0.0 -0.3 -0.6
O 1.237 -3.583 -1.211 -0.1 0.3 0.3
O -0.816 -2.708 -0.881 -0.1 0.2 0.3
C -1.261 -3.291 -2.090 0.0 -0.5 -0.5
H -0.497 -3.979 -2.473 -0.3 0.2 0.0
C -1.559 -2.255 -3.171 0.1 -0.1 0.3
O -1.947 -2.597 -4.270 -0.1 -0.3 -0.2
N -1.357 -0.976 -2.783 0.2 0.4 0.4
C -1.503 0.237 -3.519 0.0 -0.6 0.2
O -1.265 1.275 -2.945 0.1 0.4 0.2
N -1.893 0.064 -4.782 -0.2 -0.3 -0.5
H -2.049 -0.891 -5.089 0.0 0.0 0.2
C -2.105 1.145 -5.744 0.0 0.4 0.0
C -2.533 0.490 -7.056 0.1 0.1 0.3
H -1.759 -0.185 -7.414 0.1 -0.1 -0.1
H -3.452 -0.076 -6.917 -0.1 -0.1 0.0
H -2.706 1.249 -7.813 0.0 0.1 -0.1
C -3.203 2.077 -5.228 0.2 -0.1 0.0
H -2.902 2.508 -4.277 0.0 0.1 0.1
H -3.378 2.880 -5.938 0.0 0.1 -0.1
H -4.130 1.526 -5.085 -0.1 -0.1 0.0
C -0.798 1.919 -5.935 -0.2 -0.1 0.1
H -0.937 2.718 -6.658 0.0 0.1 -0.1
H -0.014 1.255 -6.292 0.1 -0.1 -0.1
H -0.486 2.352 -4.989 0.1 0.1 0.0
H -1.059 -0.825 -1.825 -0.1 0.0 -0.3
H -2.176 -3.856 -1.885 0.1 0.1 0.0
H -1.109 -1.650 1.167 0.0 0.0 -0.1
C -0.751 -0.572 3.654 0.2 0.1 0.1
C -0.179 0.232 4.591 -0.5 -0.2 0.1
C -0.712 0.662 5.911 0.1 0.1 -0.1
H -0.036 0.389 6.721 0.0 0.0 0.1
H -0.868 1.741 5.942 0.0 0.0 0.1
H -1.668 0.176 6.083 0.0 0.0 0.0
H -1.703 -1.060 3.726 -0.2 -0.1 0.1
C 2.442 0.451 2.058 0.2 0.1 0.1
H 2.674 1.509 2.167 0.0 0.1 -0.1
H 2.215 0.255 1.013 0.0 0.0 0.0
H 3.331 -0.127 2.313 0.1 0.0 -0.1
H 2.482 2.142 4.147 -0.1 0.0 0.1
H 1.414 2.076 5.554 0.0 0.0 -0.1
H 3.476 2.117 7.076 0.0 0.1 0.1
H 4.726 0.891 6.866 0.1 0.0 0.1
H 4.528 2.161 5.660 0.1 0.1 0.0
```
Positions in Å, forces in eV/Å.

Mulliken population analysis, charges in e, atoms 1 to 4: number 1, C, carries -1.355; number 2, C, carries 0.102; number 3, H, carries 0.267; number 4, H, carries 0.278